1.
DFT (wB97M-V/def2-TZVPD) results for 6 unconnected molecules or ions with the total composition C25H45BN3O12 at a distorted geometry.

Last column: Löwdin charge in e.
Positions of all 86 atoms, in Å:
O  -4.47452  -0.30260  3.07562  0.087
O  4.85966  -1.95658  -2.32441  0.040
O  2.03353  1.76464  0.37745  -0.002
O  -8.58612  -4.16384  2.01829  0.078
O  1.23530  0.03134  -5.38314  0.094
O  3.25178  7.12027  1.04953  0.100
O  4.73499  6.50938  -0.58064  0.008
O  -4.63426  -2.58343  3.12915  -0.001
O  0.10055  -3.57817  2.57144  -0.122
O  3.07817  1.82034  -1.65632  0.087
O  2.71851  -0.57955  -7.01331  0.032
O  -10.61653  -3.18377  2.40225  0.039
N  4.13591  -1.03128  0.01120  0.172
N  1.66962  -1.76827  -0.12408  0.077
N  3.34633  -3.22824  1.13504  0.149
C  2.38977  3.97422  1.03363  -0.162
C  -0.24439  -2.52236  1.56491  -0.317
C  -9.65015  -2.85243  0.28550  -0.082
C  6.15687  6.46026  -0.68848  -0.168
C  2.64595  2.39211  -0.66918  -0.451
C  4.14038  -0.62867  -7.12115  -0.169
C  5.62749  7.42738  1.39040  -0.082
C  -11.54867  -2.44449  1.61461  -0.163
C  6.66600  7.47793  0.29846  -0.164
C  4.64952  0.38900  -6.13421  -0.164
C  2.37902  -0.05826  -5.79792  -0.460
C  1.56012  2.74539  1.29930  -0.158
C  0.50947  -2.71919  0.12237  -0.104
C  6.31317  -2.71190  -0.08559  -0.050
C  -9.51778  -3.47082  1.64427  -0.445
C  2.66430  3.87394  -0.44555  -0.069
C  4.39550  7.03068  0.63475  -0.455
C  -5.14418  -1.31763  3.17286  -0.457
C  2.97682  -2.00169  0.32185  -0.151
C  -5.70812  -3.52230  3.16280  -0.160
C  -6.63591  -1.36476  3.30953  -0.076
C  -1.91222  -2.58427  1.45557  -0.052
C  -6.86646  -2.77991  3.77602  -0.167
C  3.61101  0.33845  -5.04226  -0.090
C  -10.73348  -1.82766  0.50831  -0.165
B  5.08896  -1.87968  -0.86582  -0.417
H  -0.28439  -2.49352  -0.73878  0.154
H  -7.83956  -3.18377  3.48427  0.083
H  5.99286  -3.85846  -0.12483  0.093
H  7.68002  7.26793  0.64892  0.124
H  -6.79676  -2.82191  4.86981  0.130
H  3.97283  -2.45397  -2.40814  0.132
H  0.90600  -3.80236  -0.08883  0.146
H  7.34791  -2.62598  -0.62533  0.090
H  -5.91882  -3.84886  2.13902  0.125
H  -11.31993  -1.60892  -0.38800  0.124
H  4.64997  1.38447  -6.59469  0.126
H  3.33436  3.91100  1.58750  0.128
H  -2.27781  -2.64532  0.34570  0.083
H  6.66646  8.47340  -0.16202  0.128
H  -7.09040  -1.17925  2.33237  0.131
H  5.85483  6.65741  2.13288  0.137
H  -12.03527  -1.68586  2.23455  0.132
H  -5.41892  -4.39207  3.75987  0.133
H  4.47405  -1.64368  -6.88114  0.129
H  0.39994  -4.36119  1.98937  0.109
H  -12.30982  -3.13429  1.23515  0.133
H  1.86986  4.33484  -1.03905  0.152
H  5.50030  8.40139  1.86847  0.136
H  1.55629  -0.87968  -0.69927  0.180
H  3.48382  1.31245  -4.56420  0.127
H  1.88995  4.90214  1.32400  0.120
H  4.18700  -3.04550  1.75884  0.124
H  2.59348  -3.50741  1.80132  0.091
H  0.03116  -1.45953  2.00373  0.157
H  0.49451  2.91486  1.11243  0.136
H  6.49053  5.44526  -0.44847  0.128
H  6.45746  6.69931  -1.71274  0.132
H  -6.98765  -0.63759  4.04500  0.134
H  6.35289  -2.44630  1.07169  0.079
H  -2.31107  -1.64162  2.04055  0.087
H  3.63699  4.29951  -0.70280  0.119
H  -10.28515  -0.88925  0.85675  0.123
H  5.66354  0.17900  -5.78375  0.121
H  3.83834  -0.43153  -4.29979  0.113
H  -9.95792  -3.62125  -0.42865  0.140
H  1.68694  2.38094  2.32288  0.132
H  -8.71389  -2.38481  -0.02780  0.130
H  4.44098  -0.38963  -8.14541  0.131
H  3.75447  -0.23065  -0.55029  0.094
H  -2.32630  -3.55333  2.01589  0.104

Forces on atoms 1 to 3 (eV/Å):
O -0.353 -1.780 0.121
O -1.385 -1.140 3.371
O 0.629 -0.568 -1.077

The value obtained for the largest force on an atom is 4.9 eV/Å. The calculation puts the LUMO energy at -3.42 eV. The value obtained for the orbital gap is 8.21 eV. Its charge is +1. For the HOMO energy, the calculation gives -11.630 eV.


2.
DFT (wB97M-V/def2-TZVPD) results for a molecular structure, C25H45ClIrP2 at a distorted geometry.

Last column: Löwdin spin population.
Positions of all 74 atoms, in Å:
Ir  0.14215  0.94350  -3.92227  0.474
Cl  -1.53754  0.69318  -1.32928  0.125
P  -4.07467  -1.71520  -3.52562  0.655
P  2.94896  3.33449  -0.51768  0.024
C  -1.87491  -0.87274  2.36785  0.047
C  2.47158  5.04587  -1.00136  0.003
C  0.23180  1.83020  -6.66709  0.045
C  2.92576  -1.14037  0.62341  0.046
C  -0.69061  -1.24285  1.56540  0.330
C  0.71012  -2.40933  0.17920  0.314
C  -4.62898  -2.94837  -4.79169  0.084
C  -1.42768  1.70033  -4.77649  0.041
C  -1.44917  -0.75712  -5.85163  0.057
C  0.61002  -0.65982  1.66471  0.327
C  0.96410  -0.25884  -5.20859  0.037
C  1.47836  -1.38395  0.79722  0.319
C  0.96932  2.38576  -2.62475  0.299
C  -1.69639  0.27484  -4.76899  0.280
C  -1.16084  2.26377  -6.12888  0.024
C  1.09995  1.15087  -5.61268  0.221
C  0.00231  -1.22300  -5.91100  0.027
C  -0.62877  -2.31657  0.64902  0.317
C  -0.49486  -0.22246  -2.40138  0.215
C  1.24629  -3.43175  -0.75007  0.043
C  1.01725  0.42433  2.57277  0.049
C  4.77190  3.42971  -0.88717  0.004
C  -1.76351  -3.19026  0.28298  0.046
C  -5.26083  -0.38424  -3.89677  0.090
C  2.44252  2.38914  -2.06253  0.045
H  3.51502  -1.63182  1.41568  0.020
H  0.83961  3.27769  -3.27170  0.028
H  5.17293  2.44449  -1.17471  0.000
H  -4.66457  -3.92086  -4.23920  0.013
H  3.14951  -0.06494  0.66110  0.007
H  -1.97819  -1.54708  3.23408  0.021
H  0.40077  -0.60022  -1.88586  0.011
H  -2.07071  2.22427  -4.08225  0.004
H  5.32956  3.76707  0.00045  0.002
H  -4.82824  0.59865  -3.66300  0.005
H  -1.78158  -0.39906  -6.84137  0.014
H  1.93300  -0.70704  -4.98274  0.001
H  -2.08003  -1.61645  -5.57574  0.012
H  2.15146  1.45550  -5.66097  0.021
H  2.70364  1.34478  -1.86801  0.009
H  -1.21616  3.35667  -6.08614  0.002
H  -1.40944  -4.07861  -0.25155  0.000
H  -3.90118  -3.03369  -5.60942  0.019
H  -1.09197  -1.00246  -2.88152  0.009
H  1.96418  -2.98431  -1.45764  0.008
H  0.19025  1.16593  -7.54754  0.010
H  1.63336  0.02459  3.39860  0.021
H  1.61601  1.18916  2.05002  0.012
H  1.93880  4.97205  -1.97743  0.001
H  -2.48681  -2.66618  -0.36224  0.020
H  0.12723  -2.17360  -5.34733  0.000
H  -2.79162  -0.95903  1.76872  0.008
H  -2.29927  -3.51488  1.18636  0.011
H  0.43165  -3.89675  -1.32627  0.002
H  -5.66002  -0.39147  -4.91807  0.003
H  0.28851  2.49724  -1.75855  0.019
H  0.72878  2.78539  -6.93914  0.001
H  -6.07914  -0.57800  -3.17038  0.029
H  -1.92617  1.86099  -6.78188  0.002
H  -5.62057  -2.66077  -5.12696  0.001
H  0.13714  0.91435  3.01407  0.000
H  3.27618  -1.53174  -0.34165  0.003
H  -2.58057  -0.04636  -4.25556  0.035
H  4.96990  4.14158  -1.69576  0.000
H  1.76642  5.47017  -0.25261  0.000
H  0.28285  -1.37197  -6.97988  0.005
H  -1.79484  0.15133  2.74427  0.002
H  3.13961  2.84521  -2.79533  0.000
H  3.32522  5.73654  -1.08874  0.000
H  1.77237  -4.23270  -0.19704  0.019

Forces on atoms 1 to 3 (eV/Å):
Ir -0.326 3.070 6.411
Cl -0.227 0.012 0.247
P 0.075 -0.525 -0.288

The spin multiplicity is 6. The value obtained for the largest force on an atom is 7.1 eV/Å. The energy above the lowest of the compared OMol25 structures with the same formula, charge and spin comes out at 0.0 kcal/mol. The calculation puts the LUMO energy (alpha / beta) at -6.83 / -8.05 eV. The value obtained for the orbital gap (alpha / beta) is 5.62 / 5.20 eV. As for the expectation value of S²: 8.78. Its charge is +2. For the HOMO energy (alpha / beta), the calculation gives -12.452 / -13.247 eV.


3.
DFT (wB97M-V/def2-TZVPD) results for a molecular structure, C25H45F3P2Tc at a distorted geometry.

Last column: Löwdin spin population.
Positions of all 76 atoms, in Å:
Tc  0.40616  -1.12131  -0.27850  0.816
P  2.27717  3.33097  1.01631  0.572
P  0.98120  -3.61451  0.25741  0.013
F  2.73629  -1.34775  1.70906  -0.002
F  0.81381  -1.64471  2.76101  0.001
F  1.45899  0.35953  2.22544  0.006
C  -2.61312  -0.47279  1.12742  0.077
C  -2.15775  0.84410  1.42228  0.249
C  2.38107  -4.11795  -0.77739  0.007
C  2.50938  0.00635  -2.03244  0.003
C  -2.34645  3.14676  0.25478  0.025
C  -4.29221  1.49198  -1.54222  0.004
C  -3.40833  -0.41101  -0.04741  0.307
C  -2.60823  1.70319  0.38597  0.175
C  -0.54685  -4.47795  -0.23931  0.001
C  -0.11552  1.33916  -1.92099  0.013
C  0.52988  0.85640  -0.63287  0.066
C  -3.43447  0.93643  -0.48556  0.079
C  -0.61711  -1.14336  -2.01243  0.003
C  -2.45034  -1.67430  1.96572  -0.002
C  1.84143  0.19570  -0.68839  0.014
C  -1.46756  1.29967  2.64182  0.042
C  0.67947  -1.79069  -2.15771  0.014
C  2.53803  4.69068  -0.15814  0.085
C  1.84009  -1.10267  -2.86118  0.006
C  3.93130  2.57413  1.22033  0.075
C  1.40611  -0.93433  1.73524  -0.010
C  1.39933  -4.38553  1.83958  -0.001
C  -4.13162  -1.52141  -0.69631  0.055
C  1.97858  4.01732  2.67362  0.087
C  -0.83163  0.20900  -2.66051  0.010
H  2.59767  -1.86521  -3.08896  0.000
H  -0.60320  1.92884  2.40168  0.010
H  1.52063  -0.72312  -3.84317  0.001
H  4.11196  1.82984  0.43148  0.004
H  -4.60897  0.70673  -2.24100  0.000
H  0.43343  1.57502  0.19242  0.032
H  -1.90913  0.41472  -2.67201  0.001
H  0.90698  4.26749  2.75895  0.003
H  3.98591  2.06660  2.19559  0.000
H  1.55809  5.16273  -0.33685  0.001
H  0.49345  -4.50177  2.44843  0.000
H  0.60967  1.83376  -2.58393  0.002
H  -1.36559  -3.76367  -0.43924  0.000
H  -2.27549  3.44631  -0.80164  0.003
H  2.12254  -3.76183  2.37833  0.000
H  -1.48029  -1.80736  -2.11171  0.006
H  -0.83544  2.12354  -1.66521  0.000
H  -3.15183  3.74742  0.70953  0.010
H  -3.78771  2.29960  -2.08761  0.001
H  -5.18550  -1.25871  -0.85521  0.013
H  -5.20459  1.91973  -1.08958  0.002
H  -3.32622  -1.82148  2.61205  0.000
H  2.72276  -5.10593  -0.43820  0.001
H  0.62523  -2.84812  -2.41679  0.009
H  -4.09268  -2.43331  -0.09111  0.000
H  -0.35228  -5.06942  -1.14511  0.000
H  -0.52642  0.20565  -3.71822  0.002
H  -3.70202  -1.75709  -1.67955  0.020
H  -2.32796  -2.58488  1.35390  0.000
H  2.61552  4.90615  2.78304  0.020
H  3.56162  -0.25381  -1.85928  0.000
H  2.52886  0.94843  -2.59369  0.000
H  4.67494  3.37844  1.14926  0.018
H  -1.13113  0.45733  3.25099  0.000
H  2.10108  -4.15298  -1.83767  0.001
H  1.84696  -5.36700  1.61604  0.000
H  3.26288  5.37609  0.29755  0.020
H  2.90795  4.25217  -1.09965  0.000
H  -0.85517  -5.13183  0.59000  0.000
H  -2.14300  1.88814  3.27341  0.016
H  2.53430  0.54467  0.08310  0.010
H  -1.41062  3.43608  0.75604  0.002
H  -1.55800  -1.60290  2.60131  0.000
H  2.22694  3.24134  3.41760  -0.001
H  3.19673  -3.38749  -0.64991  0.000

Forces on atoms 1 to 3 (eV/Å):
Tc 0.238 -2.801 4.666
P 2.008 0.710 0.945
P 0.217 0.411 0.164

The spin multiplicity is 4. The value obtained for the largest force on an atom is 5.4 eV/Å. The calculation puts the LUMO energy (alpha / beta) at -7.77 / -9.12 eV. The value obtained for the orbital gap (alpha / beta) is 4.96 / 3.29 eV. As for the expectation value of S²: 3.80. Its charge is +2. For the HOMO energy (alpha / beta), the calculation gives -12.730 / -12.409 eV.